Record 1
12
Properties=species:S:1:pos:R:3 method="wB97M-V/def2-TZVPD" largest_force_ev_per_a=4.8 multiplicity=1 e_above_lowest_ev=1.998 homo_lumo_gap_ha=0.2928 smiles="N#CC1=CNN=CN1"
N 3.47 0.04 0.06
C 2.28 -0.04 -0.03
C 0.88 0.03 -0.04
C 0.12 1.14 0.01
N -1.20 1.13 0.02
N -1.99 -0.05 0.04
C -1.26 -1.09 0.03
N 0.12 -1.20 -0.08
H 0.52 2.16 -0.09
H -1.75 1.97 -0.10
H -1.75 -2.02 -0.01
H 0.57 -2.07 0.19

---

Record 2
13
Properties=species:S:1:pos:R:3 method="wB97M-V/def2-TZVPD" largest_force_ev_per_a=7.8 multiplicity=1 e_above_lowest_ev=5.006 homo_lumo_gap_ha=0.3247
H 1.41 2.42 0.63
N 1.22 1.41 0.62
C 0.05 0.91 0.16
N -1.34 1.58 -0.11
C -2.16 0.60 -0.20
C -1.46 -0.73 0.22
O -2.02 -1.84 0.54
N -0.23 -0.53 -0.17
N 0.76 -1.54 -0.04
C 1.93 -1.09 -0.19
H -3.24 0.51 -0.81
H 2.87 -1.73 0.13
H 2.21 0.03 -0.77

---

Record 3
14
Properties=species:S:1:pos:R:3 method="wB97M-V/def2-TZVPD" largest_force_ev_per_a=3.7 multiplicity=1 e_above_lowest_ev=1.285 homo_lumo_gap_ha=0.3166 charge=-1
C -1.24 -1.91 -0.13
C -0.44 0.63 0.62
C 1.05 1.23 0.49
C 0.29 2.04 -0.48
N -0.53 -2.93 -0.57
N -0.37 -0.84 -0.19
N 0.64 -2.45 -0.98
N 0.76 -1.26 -0.67
N -0.90 1.61 -0.38
O -1.09 0.39 1.67
H 1.39 1.83 1.32
H 1.85 0.73 -0.03
H 0.83 2.74 -1.07
H -2.23 -1.81 0.42